Entry 1:
An isolated molecule of C20H38O2, computed with ωB97M-V/def2-TZVPD.

Geometry as ORCA input:
```
! wB97M-V def2-TZVPD RIJCOSX def2/J DEFGRID3
* xyz 0 1
C -5.1764 0.3102 1.4538
C -4.9476 -1.1839 1.6521
C -4.2253 -1.8418 0.4752
C -2.7457 -1.4738 0.3838
C -2.0640 -2.1678 -0.7932
C -0.5597 -1.9092 -0.8280
C 0.1082 -2.6136 -2.0059
C 1.6358 -2.4797 -1.9591
C 2.2126 -3.2985 -0.8462
C 2.7108 -2.8691 0.3032
C 2.8510 -1.4497 0.7568
C 4.2914 -1.1520 1.1777
C 4.5031 0.2746 1.6874
C 4.3055 1.3496 0.6097
C 2.9331 2.0204 0.6603
C 2.7272 2.9532 -0.5311
C 1.3782 3.6647 -0.4805
C 0.2171 2.7174 -0.6847
O 0.2811 1.6235 -1.1813
O -0.9141 3.2790 -0.2482
C -2.1363 2.5548 -0.4043
C -3.2068 3.4726 -0.9692
H -5.7566 0.7180 2.2783
H -5.7213 0.4908 0.5293
H -4.2324 0.8462 1.4059
H -4.3703 -1.3454 2.5648
H -5.9169 -1.6711 1.7848
H -4.3054 -2.9269 0.5782
H -4.7264 -1.5629 -0.4549
H -2.2459 -1.7650 1.3109
H -2.6348 -0.3949 0.2715
H -2.2397 -3.2448 -0.7237
H -2.5148 -1.8216 -1.7265
H -0.3693 -0.8361 -0.8978
H -0.1117 -2.2685 0.1011
H -0.2615 -2.1840 -2.9396
H -0.1598 -3.6733 -1.9974
H 2.0496 -2.8408 -2.9052
H 1.8930 -1.4260 -1.8575
H 2.1723 -4.3674 -1.0222
H 3.0766 -3.5999 1.0162
H 2.1926 -1.2867 1.6163
H 2.5452 -0.7706 -0.0353
H 4.5794 -1.8513 1.9677
H 4.9538 -1.3295 0.3267
H 5.5224 0.3399 2.0755
H 3.8256 0.4652 2.5228
H 4.4492 0.9005 -0.3751
H 5.0672 2.1249 0.7235
H 2.1470 1.2658 0.6559
H 2.8445 2.5890 1.5897
H 2.7811 2.3720 -1.4534
H 3.5237 3.7004 -0.5524
H 1.2365 4.1830 0.4688
H 1.3175 4.4123 -1.2761
H -1.9558 1.7002 -1.0652
H -2.4252 2.1892 0.5870
H -2.9126 3.8367 -1.9505
H -4.1417 2.9270 -1.0593
H -3.3547 4.3248 -0.3114
*
```

Computed properties:
* orbital gap: 9.829 eV
* HOMO level: -8.95 eV
* relative energy (zero: lowest compared OMol25 entry of this formula, charge and spin): 0.78 kcal/mol

These are the Löwdin partial charges, in e, on atoms 1 to 2: C -0.111; C -0.269

Entry 2:
An isolated ion of composition C9H13N5S and charge +2 at a distorted geometry, computed with ωB97M-V/def2-TZVPD.

Geometry as ORCA input:
```
! wB97M-V def2-TZVPD RIJCOSX def2/J DEFGRID3
* xyz 2 1
C -0.7087 -1.3699 -0.1264
C -1.9770 1.3377 0.5313
C 0.2766 0.7836 0.1789
C -1.8978 -0.9654 -0.6034
C 3.5967 0.4327 -0.6933
C -4.0675 -0.2362 -0.9392
C 2.3014 0.5714 -0.8968
C 1.6811 2.8544 0.2006
C 0.5024 -3.1286 1.1682
N 0.2675 -0.5163 0.0138
N -3.0024 -0.9204 -1.0330
N -0.7358 1.5450 0.8692
N 1.3838 1.4185 -0.1151
N -0.5480 -2.6542 0.2023
S -3.5530 1.3307 0.3620
H 4.1016 -0.4214 -1.2207
H 4.3246 1.0132 -0.1037
H -5.0506 -0.7823 -0.6804
H -4.2811 0.2705 -1.9490
H 1.7751 0.1724 -1.7038
H 2.6731 3.2233 -0.0467
H 1.0168 3.5307 -0.3411
H 1.6353 2.9623 1.2452
H 1.3841 -3.2479 0.5836
H 0.0489 -3.9304 1.7591
H 0.7909 -2.2697 1.8065
H -0.6131 2.2838 1.5194
H -1.3251 -3.2875 0.0125
*
```

Computed properties:
* orbital gap: 7.470 eV
* HOMO level: -16.26 eV
* relative energy (zero: lowest compared OMol25 entry of this formula, charge and spin): 79.99 kcal/mol

These are the Löwdin partial charges, in e, on atoms 1 to 2: C -0.309; C -0.446

Entry 3:
C35H30N2O8S5TeZr as an isolated structure at a distorted geometry, computed with ωB97M-V/def2-TZVPD.

Geometry as ORCA input:
```
! wB97M-V def2-TZVPD RIJCOSX def2/J DEFGRID3
* xyz -2 1
Zr -1.4413 0.7496 0.6954
S -2.8073 -1.1432 -0.9176
C -3.3235 -0.1184 -2.2466
C -3.4275 -0.6493 -3.5414
C -3.7969 0.1261 -4.6258
C -4.0901 1.4759 -4.4642
C -4.0267 2.0232 -3.1933
C -3.6443 1.2460 -2.1071
S -3.6873 1.8622 -0.4466
C -2.9112 3.4949 -0.5963
C -1.9492 3.9145 0.5020
C -1.7632 5.2772 0.6374
C -0.7839 5.7569 1.4933
C -0.0025 4.8454 2.1586
C -0.2181 3.4866 1.9622
C 0.8026 2.5605 2.5671
S 0.8134 0.7875 2.0805
C 1.7129 0.5738 0.5765
C 3.1499 0.6673 0.7767
C 4.0639 0.8575 -0.1858
C 3.6134 1.1425 -1.5360
C 2.3228 1.1111 -1.8630
C 1.1955 0.7126 -0.9517
S -0.3723 1.3404 -1.6192
N -1.2098 3.0207 1.1936
H -3.1768 -1.6937 -3.6786
H -3.8436 -0.3244 -5.6110
H -4.3676 2.0899 -5.3119
H -4.2721 3.0680 -3.0374
H -3.6789 4.2643 -0.6770
H -2.3351 3.4743 -1.5260
H -2.3643 5.9526 0.0425
H -0.5844 6.8164 1.5793
H 0.8489 5.1672 2.7402
H 0.7096 2.5574 3.6559
H 1.7848 2.9606 2.3068
H 3.4759 0.5182 1.8027
H 5.1191 0.8755 0.0511
H 4.3343 1.4676 -2.2759
H 2.0015 1.4449 -2.8418
C 1.0455 -2.1428 -2.5249
Te 0.9360 -1.3313 -0.4494
C 2.5663 -2.6715 -0.1164
C 2.9494 -3.3258 -1.4105
C 4.0403 -4.1917 -1.4539
C 4.4154 -4.8128 -2.6340
C 3.6937 -4.5687 -3.7954
C 2.6055 -3.7117 -3.7587
C 2.2067 -3.0853 -2.5776
H 1.1810 -1.2716 -3.1671
H 0.0840 -2.6010 -2.7606
H 2.1062 -3.3445 0.6086
H 3.3954 -2.1549 0.3656
H 4.6031 -4.3740 -0.5452
H 5.2682 -5.4811 -2.6483
H 3.9791 -5.0440 -4.7265
H 2.0411 -3.5169 -4.6638
C 1.8887 5.8816 -1.9056
S 2.4683 5.1509 -0.3795
O 3.8252 4.7050 -0.6561
O 2.3952 6.2322 0.6092
O 1.5078 4.0790 -0.1253
H 2.5471 6.7072 -2.1716
H 0.8704 6.2358 -1.7523
H 1.9042 5.1122 -2.6755
O 0.3067 -3.2172 1.9170
C -0.7096 -2.7342 2.4604
O -1.2439 -1.6193 2.3064
C -1.4432 -3.6461 3.4606
C -0.9430 -4.9049 3.7765
C -1.6000 -5.7183 4.6833
C -2.7684 -5.2482 5.2639
C -3.2943 -4.0006 4.9634
C -2.6204 -3.2018 4.0558
N -3.4707 -6.1013 6.2284
O -2.9931 -7.1931 6.4901
O -4.4920 -5.6769 6.7399
H -0.0290 -5.2209 3.2915
H -1.2302 -6.6982 4.9461
H -4.2098 -3.6783 5.4365
H -2.9830 -2.2193 3.7798
O -2.6706 0.8446 1.9471
*
```

Computed properties:
* orbital gap: 4.838 eV
* HOMO level: -1.53 eV
* relative energy (zero: lowest compared OMol25 entry of this formula, charge and spin): 138.67 kcal/mol

These are the Löwdin partial charges, in e, on atoms 1 to 2: Zr 0.959; S 0.480

Entry 4:
An isolated ion of composition C32H45F3N3O4Si and charge +1 at a distorted geometry, computed with ωB97M-V/def2-TZVPD.

Geometry as ORCA input:
```
! wB97M-V def2-TZVPD RIJCOSX def2/J DEFGRID3
* xyz 1 1
H 0.1754 3.8602 0.2962
N 0.9897 3.2122 0.2190
C 0.4870 1.9276 0.2596
C -1.1200 1.5568 0.4032
C 1.6238 0.7092 0.0983
C 1.1224 -0.7280 0.7112
C 0.3912 -1.9122 -0.2184
C 0.0111 -1.7378 -1.8024
C 0.2018 -0.4006 -2.6806
C 1.6584 -0.5539 -3.4907
C -0.6550 -3.0228 -2.6434
C -1.0236 -2.9546 -4.2744
C -2.5101 -2.1956 -4.3831
O -2.5451 -1.1416 -5.4086
Si -3.4589 0.2682 -4.8943
C -4.2789 0.9901 -6.5271
C -2.4067 1.7017 -4.1558
C -4.9229 -0.0989 -3.6958
C -1.0048 -4.4856 -1.9651
C -0.6921 -4.6352 -0.3681
C -0.0134 -3.3715 0.4365
C 0.3102 -3.5274 2.0708
C -0.1696 -4.9813 2.6775
C -1.4522 -5.1787 3.7320
C -1.7368 -6.7037 4.2580
N -0.9915 -7.9600 3.9074
C 0.1408 -7.7625 2.9401
C 0.6706 -6.3615 2.2760
C 1.0314 -2.2926 2.9387
C 1.3814 -2.5117 4.5583
F 2.8152 -2.1462 4.8817
F 1.2596 -3.8691 5.0757
F 0.4044 -1.6760 5.3541
N 1.3678 -0.9548 2.2250
C 1.9699 0.2018 3.0538
O 3.4632 0.2289 2.8975
C 3.9811 1.4808 3.5431
C 3.7814 2.8227 2.6229
O 4.5217 4.0097 3.0782
C 3.6322 5.1347 3.4059
C 2.8859 5.8216 2.1064
O 1.4127 5.5922 2.2568
C 0.6465 6.5586 1.4552
C -0.9742 6.1816 1.3308
H -1.3894 0.8623 -0.5293
H -1.7855 2.5186 0.3591
H -1.2318 0.9250 1.3818
H 2.0434 0.6420 -1.0188
H 2.5874 1.1719 0.6358
H -0.5931 -0.3375 -3.5735
H 0.0748 0.6303 -2.1490
H 2.0924 -1.6581 -3.3601
H 2.4442 0.2526 -3.1419
H 1.5021 -0.3893 -4.6514
H -0.1910 -2.3382 -4.8375
H -1.1729 -4.0431 -4.7378
H -3.3369 -3.0200 -4.6277
H -2.7612 -1.8162 -3.2967
H -5.4199 0.7259 -6.5662
H -3.6736 0.7122 -7.4897
H -4.2178 2.1708 -6.4266
H -1.2552 1.5798 -4.4454
H -2.7013 2.7837 -4.5585
H -2.4144 1.7578 -2.9691
H -5.7581 -0.7955 -4.1282
H -5.4071 0.9569 -3.4233
H -4.4692 -0.4985 -2.6673
H -1.4635 -5.3742 -2.5947
H -0.9581 -5.6890 0.1144
H -2.0980 -4.2575 4.1018
H -2.6449 -6.8248 5.0245
H 0.7322 -8.7466 2.6110
H 1.6014 -6.3700 1.5448
H 1.7860 0.1280 4.2003
H 1.4795 1.2545 2.7703
H 3.4907 1.6144 4.6232
H 5.1232 1.3030 3.7262
H 2.6266 3.1062 2.6921
H 4.0518 2.5703 1.5127
H 2.8422 4.7720 4.1981
H 4.2947 5.9987 3.8906
H 3.1985 5.2739 1.1206
H 3.0698 6.9751 1.9944
H 1.0720 6.5456 0.3512
H 0.6646 7.6470 1.9390
H -1.6681 7.1240 1.3103
H -1.3464 5.4825 2.2031
H -1.2012 5.5789 0.3256
*
```

Computed properties:
* orbital gap: 6.262 eV
* HOMO level: -11.34 eV

These are the Löwdin partial charges, in e, on atoms 1 to 2: H 0.021; N 0.125

Entry 5:
An isolated molecule of CH2Cl2 at a distorted geometry, computed with ωB97M-V/def2-TZVPD.

Geometry as ORCA input:
```
! wB97M-V def2-TZVPD RIJCOSX def2/J DEFGRID3
* xyz 0 1
Cl 0.4203 -1.2079 1.1426
C 0.1513 0.0251 -0.1061
Cl -1.5814 0.4905 -0.1433
H 0.5922 0.9646 0.2271
H 0.4176 -0.2723 -1.1203
*
```

Computed properties:
* orbital gap: 12.047 eV
* HOMO level: -11.08 eV
* relative energy (zero: lowest compared OMol25 entry of this formula, charge and spin): 2.21 kcal/mol

These are the Löwdin partial charges, in e, on atoms 1 to 2: Cl 0.492; C -0.998

Entry 6:
A 2-piece molecular cluster, C11H15N overall at a distorted geometry, computed with ωB97M-V/def2-TZVPD.

Geometry as ORCA input:
```
! wB97M-V def2-TZVPD RIJCOSX def2/J DEFGRID3
* xyz 0 1
C 1.8241 -2.0432 -1.3553
C 0.6120 -1.2206 -1.3631
C 0.6188 -0.0510 -2.1465
N -0.5707 0.6538 -1.8244
C -1.2648 -0.0103 -0.7384
C -2.4930 0.2797 -0.1731
C -2.7621 -0.5225 0.9048
C -2.1050 -1.7800 1.2716
C -1.0947 -2.2069 0.3752
C -0.6132 -1.2613 -0.5370
H 2.7845 -1.9098 -1.8954
H 1.6303 -3.1518 -1.3813
H 2.1232 -2.0085 -0.2864
H 1.5017 0.3427 -2.5901
H -0.5984 1.4798 -2.1806
H -3.2134 0.9792 -0.6763
H -3.4154 -0.1805 1.7458
H -2.5305 -2.3841 2.0162
H -0.5687 -3.1476 0.3257
C 1.4234 1.7594 1.8327
C 1.0103 2.8313 0.8866
H 1.4684 2.0568 2.8007
H 0.8955 0.8037 1.6849
H 2.5130 1.4015 1.7185
H 0.0342 3.2919 0.9602
H 1.8704 3.5312 0.7754
H 0.9202 2.4672 -0.1504
*
```

Computed properties:
* orbital gap: 8.635 eV
* HOMO level: -7.67 eV
* relative energy (zero: lowest compared OMol25 entry of this formula, charge and spin): 63.75 kcal/mol

These are the Löwdin partial charges, in e, on atoms 1 to 2: C -0.092; C -0.241

Entry 7:
An isolated molecule of C4H6O2 at a distorted geometry, computed with ωB97M-V/def2-TZVPD.

Geometry as ORCA input:
```
! wB97M-V def2-TZVPD RIJCOSX def2/J DEFGRID3
* xyz 0 1
O 1.1367 -0.5833 1.7096
C 0.0531 -1.0455 1.4415
C -0.8599 -0.4910 0.3743
C -0.3137 0.4816 -0.6421
C 1.0367 0.7177 -1.1004
O -0.0082 0.2867 -1.9843
H -0.3606 -1.8854 2.0460
H -1.3156 0.4729 0.7065
H -1.6586 -1.1828 0.0706
H -0.8566 1.4521 -0.4977
H 1.3035 1.7730 -1.1401
H 1.8432 0.0041 -0.9840
*
```

Computed properties:
* orbital gap: 10.913 eV
* HOMO level: -10.11 eV
* relative energy (zero: lowest compared OMol25 entry of this formula, charge and spin): 73.79 kcal/mol

These are the Löwdin partial charges, in e, on atoms 1 to 2: O 0.050; C -0.243

Entry 8:
A 2-piece molecular cluster, C6H15NO overall at a distorted geometry, computed with ωB97M-V/def2-TZVPD.

Geometry as ORCA input:
```
! wB97M-V def2-TZVPD RIJCOSX def2/J DEFGRID3
* xyz 0 1
C 1.1774 0.2914 -2.8764
C 0.3985 0.3258 -1.5584
C 0.8129 -0.7450 -0.5224
C -0.0416 -0.8790 0.6588
C 0.5812 -0.6599 2.0170
C -1.2640 -1.3996 0.5514
N -2.2203 -1.9202 1.4610
H 2.2044 0.6368 -2.7285
H 1.0959 -0.7279 -3.2465
H 0.8261 1.0591 -3.5674
H -0.6743 0.2056 -1.7170
H 0.5777 1.2912 -1.0698
H 0.9211 -1.7084 -1.0624
H 1.8947 -0.5984 -0.3923
H 0.7529 0.4163 2.1506
H 1.5871 -1.0851 1.9981
H -0.0096 -1.0180 2.8536
H -1.6502 -1.6258 -0.4437
H -2.0590 -1.7920 2.4597
H -3.1126 -1.4963 1.2584
O -0.6000 3.5442 1.5520
H -0.1345 3.4914 0.7294
H -1.0637 4.3940 1.4947
*
```

Computed properties:
* orbital gap: 8.670 eV
* HOMO level: -7.90 eV
* relative energy (zero: lowest compared OMol25 entry of this formula, charge and spin): 41.51 kcal/mol

These are the Löwdin partial charges, in e, on atoms 1 to 2: C -0.112; C -0.262

Entry 9:
C46H44Br2FN13P2STa as an isolated structure, computed with ωB97M-V/def2-TZVPD.

Geometry as ORCA input:
```
! wB97M-V def2-TZVPD RIJCOSX def2/J DEFGRID3
* xyz 1 1
Ta 0.5970 -0.2689 -0.0946
C -5.4443 6.0492 -0.8598
S -5.9796 5.1808 -2.3490
C -5.5681 3.4837 -1.8836
C -4.0723 3.2216 -1.7846
C -3.7957 1.7568 -1.4765
N -2.3877 1.4423 -1.1483
P -1.1240 1.0831 -2.2418
C -0.5617 2.5395 -3.1544
C 0.3806 2.2836 -4.1500
C 0.9364 3.3326 -4.8647
C 0.5569 4.6382 -4.5861
C -0.3659 4.8946 -3.5822
C -0.9183 3.8483 -2.8598
C -2.0981 0.1987 -3.5249
C -2.3547 0.7521 -4.7756
C -3.1948 0.1013 -5.6726
C -3.7910 -1.0989 -5.3291
C -3.5484 -1.6550 -4.0783
C -2.7108 -1.0131 -3.1830
P -1.9171 1.1679 0.4391
C -2.8733 -0.1478 1.1869
C -2.4754 -0.2843 2.6297
C -3.0810 -1.4567 3.4388
C -3.7319 -2.5070 2.5889
C -3.9846 -2.3215 1.2948
C -3.5661 -1.1082 0.5780
C -2.5375 2.6229 1.3448
C -3.8379 2.6364 1.8537
C -4.3601 3.7959 2.4036
C -3.5890 4.9501 2.4551
C -2.2954 4.9430 1.9562
C -1.7718 3.7847 1.4000
H -5.7524 7.0862 -0.9778
H -4.3630 6.0181 -0.7348
H -5.9335 5.6337 0.0211
H -6.0187 2.8575 -2.6569
H -6.0675 3.2460 -0.9399
H -3.6415 3.8382 -0.9916
H -3.5973 3.5039 -2.7241
H -4.1014 1.1326 -2.3185
H -4.3992 1.4471 -0.6199
H 0.6944 1.2661 -4.3593
H 1.6691 3.1313 -5.6351
H 0.9898 5.4575 -5.1445
H -0.6453 5.9133 -3.3485
H -1.5994 4.0543 -2.0472
H -1.9081 1.6948 -5.0595
H -3.3844 0.5445 -6.6414
H -4.4460 -1.6013 -6.0286
H -4.0127 -2.5933 -3.8026
H -2.5234 -1.4546 -2.2165
H -2.5914 0.6598 3.1616
H -3.7707 -1.1666 4.2328
H -4.0548 -3.4158 3.0844
H -4.5107 -3.0838 0.7342
H -3.7930 -1.0317 -0.4791
H -4.4474 1.7409 1.8121
H -5.3700 3.7983 2.7927
H -3.9996 5.8544 2.8848
H -1.6885 5.8379 1.9965
H -0.7707 3.8032 0.9991
Br -1.6009 -4.2583 5.3675
C -1.1824 -3.1658 3.9105
C -1.6376 -1.7622 3.9622
C -1.0408 -0.8311 2.8716
N -0.4462 -1.4807 1.7035
C -0.2266 -2.7435 1.7284
C -0.5527 -3.6386 2.8402
C 0.5850 -3.3277 0.6349
C 0.6778 -4.6863 0.4365
C 1.6621 -5.1717 -0.4197
Br 1.7956 -7.0106 -0.7307
C 2.5527 -4.2898 -0.9926
C 2.3484 -2.9310 -0.7938
N 1.3501 -2.4552 -0.0516
H -1.4887 -1.3393 4.9542
H -0.3165 -0.0959 3.2285
H -0.2159 -4.6619 2.8060
H 0.0159 -5.3716 0.9430
H 3.3782 -4.6262 -1.6016
H 3.0071 -2.2141 -1.2546
N 2.0284 1.9835 2.4692
C 1.5831 2.5217 1.3023
N 1.5916 3.8033 1.0089
N 1.0935 3.8613 -0.2440
N 0.8099 2.6982 -0.6831
N 1.1159 1.7832 0.2822
C 2.2700 0.6459 2.5729
N 2.8951 0.1056 3.5907
N 2.9178 -1.2109 3.3076
N 2.3487 -1.4661 2.2009
N 1.8948 -0.2781 1.6582
H 2.4349 2.5915 3.1632
F -0.8123 -1.3382 -0.8402
C 4.0224 0.9496 -0.3905
C 3.3482 0.2436 -1.5226
C 3.9779 -0.0754 -2.6821
C 3.0692 -0.7958 -3.5006
C 1.8945 -0.9098 -2.8326
C 0.7392 -1.7221 -3.3203
N 2.0015 -0.2321 -1.5846
H 5.0419 1.1616 -0.7071
H 4.0850 0.3344 0.5061
H 3.5665 1.9032 -0.1411
H 4.9984 0.1824 -2.9149
H 3.2647 -1.2174 -4.4743
H 1.1215 -2.4143 -4.0700
H -0.0271 -1.1227 -3.8065
H 0.2498 -2.3088 -2.5430
*
```

Computed properties:
* orbital gap: 6.308 eV
* HOMO level: -10.38 eV
* relative energy (zero: lowest compared OMol25 entry of this formula, charge and spin): 0.00 kcal/mol

These are the Löwdin partial charges, in e, on atoms 1 to 2: Ta 1.847; C -0.416

Entry 10:
An isolated molecule of C3H7NO2, computed with ωB97M-V/def2-TZVPD.

Geometry as ORCA input:
```
! wB97M-V def2-TZVPD RIJCOSX def2/J DEFGRID3
* xyz 0 1
C -1.6613 0.4425 -0.1636
C -0.4270 -0.3223 0.5275
O -0.1892 -1.7196 0.5514
C 0.7614 0.4505 -0.0277
N 1.8716 -0.3254 -0.4678
O 0.6932 1.6356 -0.2523
H -1.7788 1.3200 0.4834
H -2.6009 -0.1094 -0.1673
H -1.5130 0.8845 -1.1617
H -0.6247 -0.0955 1.5764
H 0.6011 -1.9256 0.0208
H 2.5473 -0.4531 0.2821
H 2.3203 0.2178 -1.2013
*
```

Computed properties:
* orbital gap: 10.776 eV
* HOMO level: -10.04 eV
* relative energy (zero: lowest compared OMol25 entry of this formula, charge and spin): 34.67 kcal/mol

These are the Löwdin partial charges, in e, on atoms 1 to 2: C -0.027; C -0.313